1.
A cluster of 6 separate species, C19H21Cl9O9 in total at a distorted geometry, computed with wB97M-V/def2-TZVPD.

Calculated values
SMILES	O=C1C=C(O)C(=O)C=C1O.O=C1C=C(O)C(=O)C=C1O.ClC(Cl)Cl.ClC(Cl)Cl.ClC(Cl)Cl.CCOCC
spin multiplicity	1
E	-5555.409144	Eh

```
58
C19H21Cl9O9, DFT wB97M-V/def2-TZVPD
O -14.28837 -8.90382 1.99213
C -13.47519 -9.64404 1.48640
C -12.07312 -9.26325 1.28668
C -11.13152 -10.11343 0.88239
O -9.87926 -9.71893 0.61643
C -11.43264 -11.54354 0.54013
O -10.62557 -12.38853 0.23857
C -12.85216 -11.88373 0.64993
C -13.81500 -11.01800 1.00296
O -15.08464 -11.42213 1.07316
H -11.91089 -8.19305 1.33527
H -9.34354 -10.45739 0.29515
H -13.16220 -12.87059 0.33350
H -15.72507 -10.70055 1.06045
O -14.08337 -16.96719 -0.99543
C -14.87080 -17.80836 -1.36310
C -16.22202 -17.94225 -0.91476
C -17.02701 -18.96220 -1.25702
O -18.27466 -19.08816 -0.82810
C -16.57258 -20.03660 -2.17764
O -17.29826 -20.97723 -2.42235
C -15.24769 -19.88156 -2.76160
C -14.42505 -18.89942 -2.32494
O -13.14014 -18.92589 -2.64325
H -16.69408 -17.19170 -0.28874
H -18.57311 -19.98912 -1.07388
H -14.80670 -20.69863 -3.31456
H -12.65214 -18.22505 -2.17897
Cl -12.71888 -19.91050 0.95098
C -11.81026 -20.98900 -0.16433
Cl -10.62175 -20.12064 -1.09826
Cl -12.96617 -21.88633 -1.14863
H -11.25087 -21.67068 0.46258
Cl -11.21656 -16.63216 2.57486
C -12.90865 -16.62038 2.09880
Cl -13.54644 -14.96483 2.10015
Cl -13.91427 -17.66391 3.15455
H -13.06993 -17.03712 1.11272
Cl -10.53429 -18.92767 5.65874
C -12.03473 -18.05182 6.03393
Cl -11.94553 -17.23784 7.61430
Cl -13.38317 -19.22375 6.07935
H -12.23516 -17.31871 5.26643
C -9.60407 -15.12779 5.39899
C -8.44789 -14.14894 5.16097
O -7.47396 -14.22827 6.15796
C -6.56699 -15.29137 6.05154
C -5.68544 -15.23475 7.29240
H -9.11444 -16.10687 5.31456
H -9.91353 -15.14118 6.44683
H -10.44282 -15.06954 4.71628
H -8.14885 -14.31242 4.11366
H -8.77697 -13.10667 5.11167
H -6.98906 -16.30307 6.03156
H -5.95086 -15.17797 5.15136
H -4.85897 -15.93982 7.40308
H -6.30342 -15.39803 8.17897
H -5.20694 -14.25845 7.40239
```

---

2.
A structure of composition C19H21CrN at a distorted geometry, computed with wB97M-V/def2-TZVPD.

Calculated values
energy relative to the best compared isomer or geometry (same formula, charge and spin)	7.5	kcal per mole
spin multiplicity	5
E	-1835.572483	Eh

```
42
C19H21CrN, DFT wB97M-V/def2-TZVPD
C 0.40102 -1.59867 -1.40321
C -2.46203 -1.81156 -2.31408
C -0.20865 -2.34386 -0.31420
H 1.43372 -1.27342 -1.30233
C -2.86952 -2.56095 -1.07495
H -3.29139 -1.28571 -2.81976
H 0.20275 -2.15694 0.69781
H -3.94121 -2.51448 -0.83586
C -0.68289 -3.77753 -0.53451
H -0.32547 -4.38383 0.31675
H -0.20683 -4.20076 -1.43554
C 0.11069 -1.91996 -2.85578
H 0.70683 -2.78449 -3.21175
H 0.46795 -1.07118 -3.47365
C -1.37535 -2.24200 -3.27189
H -1.44479 -3.31646 -3.53729
H -1.54476 -1.70570 -4.22405
C -2.21977 -3.86461 -0.66157
H -2.44865 -4.67911 -1.36655
H -2.64119 -4.16355 0.30850
Cr -1.65824 -1.15129 -0.74361
H 1.98952 -0.24765 -0.14843
C -2.82267 0.36133 2.56080
C -2.19952 1.59116 2.77505
C -1.01804 1.89912 2.12259
C -0.47219 1.04514 1.15734
N -1.16364 -0.10934 0.89899
C -2.28941 -0.47634 1.59103
C 0.68739 1.52658 0.35676
C 0.89047 2.94015 0.27538
C 1.71762 3.50168 -0.70255
C 2.24560 2.68855 -1.70522
C 2.12288 1.30164 -1.57661
C 1.60779 0.75758 -0.40028
H -3.72592 0.07398 3.09096
H -2.63472 2.33785 3.43341
H -0.50631 2.83344 2.30946
H -2.76426 -1.43806 1.31881
H 0.37803 3.62618 0.95312
H 1.89849 4.57794 -0.70711
H 2.72649 3.12562 -2.57620
H 2.43950 0.62196 -2.36119
```

---

3.
A cluster of 4 separate species, C19H21F9NO11P in total at a distorted geometry, computed with wB97M-V/def2-TZVPD.

Calculated values
SMILES	CP(O)C1=C(ON=O)C(=O)C=CC1=O.CCOC(=O)C(F)(F)F.CCOC(=O)C(F)(F)F.CCOC(=O)C(F)(F)F
spin multiplicity	1
E	-2859.036667	Eh

```
62
C19H21F9NO11P, DFT wB97M-V/def2-TZVPD
C 0.27412 3.03320 -3.68015
P 1.14601 1.39840 -3.39877
O 1.78425 0.98421 -4.88671
C 2.52667 1.89114 -2.28000
C 2.30990 2.12170 -0.99594
O 1.17442 1.68090 -0.35181
N 1.52354 0.47603 0.41611
O 1.32583 0.68100 1.52907
C 3.34469 2.95168 -0.25222
O 3.45273 2.92058 0.92254
C 4.22046 3.82817 -1.14627
C 4.63831 3.33699 -2.28605
C 3.98209 2.03481 -2.69357
O 4.56077 1.16122 -3.22793
H -0.81738 2.88147 -3.67744
H 0.50908 3.70174 -2.84261
H 0.66253 3.44870 -4.61835
H 2.45569 0.29966 -4.74962
H 4.52195 4.81449 -0.80187
H 5.38267 3.82850 -2.90584
C 2.54515 -2.51072 1.11410
C 3.92123 -2.77950 1.68431
O 3.83090 -3.26844 3.03538
C 3.58183 -4.56787 3.17197
O 3.42796 -5.34591 2.27774
C 3.56262 -4.93987 4.65973
F 2.86772 -4.05081 5.38959
F 4.80967 -4.98178 5.15976
F 3.00992 -6.13836 4.86008
H 1.98841 -1.83570 1.76367
H 2.62116 -2.06595 0.12268
H 1.96630 -3.43167 1.03558
H 4.49030 -1.85226 1.73350
H 4.48658 -3.47329 1.06221
C -5.81252 -0.35031 -2.71274
C -4.99075 0.89824 -2.47269
O -3.92247 1.00382 -3.43253
C -4.24589 1.51398 -4.61791
O -5.33405 1.88317 -4.94632
C -2.99460 1.60306 -5.49947
F -2.25246 0.48756 -5.44240
F -2.20216 2.62554 -5.11153
F -3.29557 1.80081 -6.78377
H -5.17248 -1.23350 -2.71873
H -6.56788 -0.46516 -1.93571
H -6.31499 -0.30928 -3.67965
H -4.51604 0.84763 -1.49406
H -5.60865 1.79598 -2.48778
C -0.54654 -0.31672 5.16676
C -1.76623 -1.20252 5.30159
O -2.89799 -0.62206 4.62649
C -2.95989 -0.82446 3.31329
O -2.16326 -1.43533 2.66376
C -4.23754 -0.19146 2.74785
F -4.44557 1.04062 3.23695
F -5.31610 -0.93235 3.05381
F -4.18770 -0.08805 1.41510
H -0.76480 0.69298 5.51714
H 0.28611 -0.71910 5.74346
H -0.23549 -0.23453 4.12473
H -2.04822 -1.29125 6.34938
H -1.57434 -2.20976 4.93210
```

---

4.
The ion C19H21FN3O with charge +1 at a distorted geometry, computed with wB97M-V/def2-TZVPD.

Calculated values
SMILES	OCC[N@H+](Cc1ccccc1)Cc1cn[nH]c1-c1ccc(F)cc1
charge	+1
spin multiplicity	1
E	-1075.762607	Eh

```
45
C19H21FN3O, DFT wB97M-V/def2-TZVPD
O -1.55466 -2.53254 1.44654
C -0.23311 -2.64125 1.93021
C 0.67374 -2.03843 0.85607
N 0.16203 -0.72217 0.40830
C 0.67100 -0.36477 -0.95456
C 2.17209 -0.24642 -1.00488
C 2.96192 -1.35160 -1.30494
C 4.34009 -1.23587 -1.34993
C 4.94374 -0.01485 -1.09917
C 4.16387 1.09434 -0.81799
C 2.78527 0.98084 -0.77418
C 0.41791 0.34747 1.41155
C -0.13299 1.67759 1.01526
C 0.51153 2.91551 1.21111
N -0.21647 3.90291 0.74282
N -1.30323 3.35033 0.23256
C -1.32765 2.00417 0.37675
C -2.41605 1.17793 -0.13398
C -2.91443 0.11568 0.62274
C -3.93874 -0.67373 0.13578
C -4.45946 -0.39587 -1.11720
F -5.43931 -1.16891 -1.59758
C -3.99235 0.65988 -1.88368
C -2.97219 1.44625 -1.38569
H -2.13719 -3.12250 1.93486
H 0.06019 -3.68495 2.08146
H -0.12815 -2.11752 2.89011
H 1.69802 -1.93554 1.21508
H 0.66118 -2.70701 -0.00612
H -0.86774 -0.82732 0.34412
H 0.32617 -1.13618 -1.64623
H 0.21325 0.58466 -1.23673
H 2.50275 -2.30353 -1.52806
H 4.94147 -2.09869 -1.58932
H 6.01775 0.07474 -1.13752
H 4.62674 2.05248 -0.64146
H 2.18431 1.85639 -0.57766
H -0.01977 0.02726 2.36088
H 1.49921 0.43870 1.54428
H 1.45561 3.10392 1.68024
H -2.02701 3.93204 -0.16205
H -2.54196 -0.05648 1.62132
H -4.34289 -1.48750 0.71468
H -4.43028 0.85507 -2.84906
H -2.59422 2.26546 -1.97870
```

---

5.
An isolated molecule of C19H21FN4O3S at a distorted geometry, computed with wB97M-V/def2-TZVPD.

Calculated values
energy relative to the best compared isomer or geometry (same formula, charge and spin)	65.4	kcal per mole
SMILES	CCCCCNC(=O)NS(=O)(=O)c1cc(C#N)ccc1Nc1ccc(F)cc1
spin multiplicity	1
E	-1679.308135	Eh

```
49
C19H21FN4O3S, DFT wB97M-V/def2-TZVPD
C -2.99395 -3.76665 0.08964
C -2.95714 -3.22018 -1.31783
C -2.84591 -1.65481 -1.32321
C -2.55322 -1.16364 -2.85079
C -1.25325 -1.71826 -3.43662
N -0.31476 -2.03457 -2.43023
C 0.40948 -1.08542 -1.76773
O 0.57291 -1.35951 -0.57638
N 0.76125 0.04904 -2.26577
S 0.48549 1.41077 -1.31771
O -0.72684 1.21619 -0.42692
O 0.35258 2.50346 -2.37087
C 2.06243 1.70434 -0.50269
C 3.06415 2.49411 -1.16271
C 4.21510 2.67659 -0.49715
C 5.07812 3.52939 -1.17307
N 5.67953 4.38273 -1.59919
C 4.46491 2.17566 0.82719
C 3.50760 1.34030 1.39085
C 2.34575 1.16169 0.80365
N 1.37857 0.33768 1.48642
C 0.50970 0.80066 2.53470
C -0.45702 0.03052 2.97012
C -1.29108 0.41700 4.05160
C -1.10234 1.66744 4.70668
F -1.80571 2.06776 5.75983
C -0.08443 2.48226 4.15970
C 0.68906 2.03823 3.09430
H -3.82356 -3.32681 0.64154
H -1.99282 -3.55010 0.58775
H -3.05754 -4.83989 -0.08573
H -2.14321 -3.64960 -1.87207
H -3.91285 -3.45772 -1.93222
H -1.90858 -1.38402 -0.85819
H -3.72472 -1.14243 -0.88505
H -3.42637 -1.44445 -3.46212
H -2.44656 -0.06426 -2.76476
H -0.89538 -1.01305 -4.24366
H -1.46753 -2.63323 -3.96984
H -0.49184 -2.79910 -1.78546
H 0.27801 0.18439 -3.14026
H 2.79879 2.87965 -2.13178
H 5.48624 2.44459 1.20225
H 3.59304 0.73159 2.32111
H 1.04408 -0.35250 0.92610
H -0.71264 -0.93494 2.61341
H -2.04078 -0.18247 4.55834
H 0.13745 3.40167 4.66258
H 1.51580 2.64986 2.76223
```

---

6.
A structure of composition C19H21IrN5O2 at a distorted geometry, computed with wB97M-V/def2-TZVPD.

Calculated values
energy relative to the best compared isomer or geometry (same formula, charge and spin)	64.9	kcal per mole
charge	+4
spin multiplicity	6
E	-1263.278832	Eh

```
48
C19H21IrN5O2, DFT wB97M-V/def2-TZVPD
N 0.08175 2.45690 -0.52854
C 0.18218 3.60560 -0.48434
C 0.24202 5.01217 -0.27379
H -0.79596 5.38054 -0.29815
H 0.84838 5.44478 -1.08366
H 0.70474 5.17150 0.71676
N 1.85694 -1.19605 -1.02113
C 2.76362 -1.79888 -1.44371
C 3.95503 -2.58076 -1.35271
H 4.69872 -2.17902 -2.05103
H 3.69788 -3.61421 -1.61635
H 4.27225 -2.47916 -0.30515
N -2.22872 -1.05860 -0.52826
C -3.23744 -1.62490 -0.48050
C -4.49643 -2.24808 -0.27035
H -4.35321 -3.01240 0.51305
H -4.81139 -2.69198 -1.22664
H -5.18758 -1.45632 0.06380
Ir 0.30008 -0.18146 -0.42721
C -0.03201 -1.57172 0.80482
O 0.01583 -2.34990 1.68188
C 1.43764 0.66995 0.81542
O 2.16886 0.93293 1.70172
C 0.58527 1.28466 -2.65667
C -0.81079 1.34842 -2.48107
C -1.55950 0.19012 -2.48019
C -0.92885 -1.05706 -2.65174
C 0.43424 -1.12206 -2.82961
C 1.20340 0.06825 -2.83070
H 1.18806 2.19118 -2.66716
H -1.32009 2.30290 -2.33525
H -2.63911 0.26427 -2.33643
H -1.50799 -1.97901 -2.65687
H 0.88295 -2.09812 -2.97929
H 2.27811 0.05906 -2.97854
N -3.81785 2.51780 4.16725
C -2.97159 1.95688 3.23736
C -1.84776 1.21829 3.64073
C -1.01728 0.67200 2.67076
N -1.23209 0.81404 1.36879
C -2.29690 1.50685 0.96529
C -3.19707 2.09893 1.84786
H -3.65159 2.41362 5.16206
H -4.63625 3.05802 3.91342
H -1.63928 1.08138 4.69803
H -0.15460 0.10385 2.99714
H -2.45255 1.60176 -0.11322
H -4.05696 2.65942 1.45851
```

---

7.
An isolated molecule of C19H21N3O5S at a distorted geometry, computed with wB97M-V/def2-TZVPD.

Calculated values
energy relative to the best compared isomer or geometry (same formula, charge and spin)	1.9	kcal per mole
SMILES	CCCN(c1ccccc1C(=O)O)S(=O)(=O)c1ccc2c(c1)n(C)c(=O)n2C
spin multiplicity	1
E	-1675.336831	Eh

```
49
C19H21N3O5S, DFT wB97M-V/def2-TZVPD
C -4.06483 1.30272 0.31447
C -3.07871 0.18541 0.63328
C -1.62011 0.64800 0.55333
N -1.16886 0.84124 -0.80630
C -1.41134 2.00382 -1.52838
C -2.12956 1.91234 -2.72137
C -2.40690 3.03644 -3.47194
C -1.99419 4.28743 -3.03353
C -1.26792 4.39488 -1.86696
C -0.94224 3.26418 -1.11296
C -0.02085 3.41601 0.02718
O 0.63224 2.53589 0.53842
O 0.08618 4.68880 0.45365
S -0.67788 -0.54168 -1.61869
O -0.16459 -0.13482 -2.89173
O -1.71618 -1.53638 -1.60058
C 0.66683 -1.09958 -0.58564
C 1.78534 -0.29091 -0.48195
C 2.86407 -0.67930 0.29804
C 2.77331 -1.89552 0.95252
C 1.62790 -2.71311 0.83262
C 0.55358 -2.32116 0.05879
N 1.85092 -3.83687 1.59119
C 0.96029 -4.95165 1.75958
C 3.09596 -3.75615 2.18303
O 3.60540 -4.57406 2.91337
N 3.64877 -2.55349 1.77963
C 4.95161 -2.10801 2.18939
H -3.93046 2.13850 0.99931
H -5.08593 0.94134 0.41042
H -3.92406 1.66614 -0.70013
H -3.21465 -0.64406 -0.06123
H -3.26193 -0.18083 1.64599
H -1.48962 1.57412 1.11496
H -0.96501 -0.10913 0.99155
H -2.46507 0.93737 -3.03814
H -2.96271 2.94162 -4.39262
H -2.22839 5.17049 -3.60792
H -0.91684 5.35798 -1.53087
H 0.73963 4.73502 1.16888
H 1.79208 0.64646 -1.01128
H 3.73754 -0.05534 0.39072
H -0.33957 -2.91041 -0.06472
H 1.45952 -5.66916 2.40980
H 0.02480 -4.62934 2.22046
H 0.74425 -5.41771 0.79671
H 5.36299 -2.87440 2.84535
H 4.88126 -1.16284 2.73071
H 5.60396 -1.98029 1.32358
```

---

8.
An isolated molecule of C19H21N3OS, computed with wB97M-V/def2-TZVPD.

Calculated values
energy relative to the best compared isomer or geometry (same formula, charge and spin)	12.2	kcal per mole
SMILES	O=C(NC(=S)N1CCN(Cc2ccccc2)CC1)c1ccccc1
spin multiplicity	1
E	-1374.326956	Eh

```
45
C19H21N3OS, DFT wB97M-V/def2-TZVPD
O -0.08347 2.55898 -4.25706
C 0.23277 1.81680 -3.35453
N 0.78347 0.58446 -3.63876
C 1.22111 -0.42298 -2.78051
S 2.77646 -0.95823 -2.93775
N 0.35654 -0.93869 -1.89737
C -1.07701 -0.71901 -1.89765
C -1.57633 -0.71215 -0.45837
N -1.43167 -2.03428 0.12895
C -1.52058 -2.03688 1.58227
C -0.42237 -1.29303 2.30694
C -0.60385 0.02832 2.69860
C 0.40873 0.72101 3.33981
C 1.62337 0.10644 3.58827
C 1.81416 -1.21087 3.20749
C 0.79652 -1.90541 2.57837
C -0.32605 -2.77838 -0.44849
C 0.82845 -1.89361 -0.91001
C 0.06515 2.17894 -1.92052
C -1.07647 2.88675 -1.55152
C -1.25368 3.28514 -0.24062
C -0.28307 2.99976 0.70600
C 0.86700 2.32067 0.33904
C 1.04481 1.90928 -0.96998
H 1.16331 0.52335 -4.57775
H -1.57093 -1.52602 -2.45275
H -1.32249 0.22368 -2.38107
H -1.01717 0.05778 0.09753
H -2.63747 -0.44136 -0.43824
H -2.48838 -1.59336 1.83490
H -1.53387 -3.08281 1.89983
H -1.55298 0.51326 2.51664
H 0.24698 1.74165 3.65396
H 2.41455 0.64723 4.08618
H 2.75486 -1.70196 3.40819
H 0.95074 -2.94045 2.30858
H 0.04413 -3.50388 0.27461
H -0.70499 -3.34274 -1.30976
H 1.61986 -2.50084 -1.35806
H 1.25659 -1.34919 -0.05888
H -1.81377 3.11641 -2.30636
H -2.14375 3.82732 0.04155
H -0.41744 3.32033 1.72794
H 1.63032 2.11135 1.07337
H 1.95790 1.40718 -1.25303
```